Record 1
Density functional theory data (ωB97M-V with the def2-TZVPD basis set) for a structure of composition C35H30As2Br2CrN7O9S2.

Calculated values
**Relative energy (zero: lowest compared OMol25 entry of this formula, charge and spin)**: 304.12 kJ/mol
**Expectation value of S²**: 0.76

Structure (ORCA input):
```
! RIJCOSX wB97M-V def2-TZVPD def2/J DEFGRID3
* xyz 0 2
Br -1.818 5.200 4.347
Br -0.794 -0.209 3.963
As 1.084 -1.382 -0.609
As 2.621 -1.415 2.893
Cr -1.241 1.304 -1.620
S -2.704 2.693 -2.929
S -1.632 4.993 -4.596
O 3.272 -3.381 -1.769
O 1.700 -4.728 -1.030
O 5.131 -3.367 1.387
O -0.396 0.559 0.686
O 0.239 -2.611 2.194
O -1.563 -1.640 1.299
O 3.785 -4.655 2.560
O 2.723 1.680 2.968
O 1.708 2.111 0.991
N -0.073 1.872 -3.021
N -4.508 -3.308 -0.907
N -0.944 -0.388 -2.644
N -0.916 2.926 -0.363
N -6.671 -0.139 1.273
N -0.189 3.031 -3.698
N -2.699 0.596 -0.662
C -1.106 5.315 -0.109
C 4.011 -3.620 1.745
C 0.852 -1.524 -3.858
C -3.630 -0.067 -0.404
C 0.550 -4.931 -0.222
C 0.472 -0.471 1.149
C -0.820 1.515 1.576
C -0.967 1.393 2.951
C -1.461 3.732 3.203
C -0.836 4.167 -0.840
C 2.479 -3.651 -0.901
C 1.657 -0.083 1.881
C -1.064 -2.734 -3.116
C 2.570 -0.173 -1.046
C -5.770 -0.476 0.645
C 2.071 1.276 2.020
C -1.390 3.505 -3.727
C 0.700 0.948 -3.581
C 2.464 -5.052 2.895
C 2.253 -2.706 0.234
C 0.255 -0.355 -3.329
C 0.197 -2.720 -3.744
C -0.284 -1.661 1.644
C 4.460 -0.708 2.929
C -2.357 -2.730 1.771
C -1.335 3.925 1.811
C -1.427 5.197 1.219
C -4.661 -0.894 -0.100
C -1.295 2.495 3.754
C 2.133 3.455 1.139
C -3.395 5.312 -4.309
C 2.893 -2.697 1.394
C -4.596 -2.220 -0.542
C -1.052 2.795 0.990
C -1.580 -1.570 -2.600
H 0.601 -4.398 0.729
H -1.646 -3.641 -3.076
H 1.996 3.932 0.170
H 0.471 -6.004 -0.043
H 2.191 0.799 -1.369
H -1.891 -3.184 2.646
H 1.543 3.967 1.907
H -1.392 2.349 4.819
H -3.581 5.360 -3.241
H -0.547 4.282 -1.872
H -3.986 4.524 -4.762
H 1.803 -1.447 -4.365
H -3.327 -2.318 2.038
H 3.236 -0.045 -0.192
H 3.137 -0.635 -1.855
H -2.471 -3.474 0.984
H -3.615 6.267 -4.774
H 2.542 -5.590 3.840
H 1.412 1.204 -4.354
H 2.084 -5.731 2.125
H -2.564 -1.565 -2.152
H 4.506 0.111 3.640
H 5.125 -1.506 3.263
H 3.184 3.491 1.435
H 1.783 -4.203 3.011
H -1.706 6.050 1.816
H -0.326 -4.598 -0.790
H 4.798 -0.365 1.954
H -1.087 6.270 -0.606
H 0.623 -3.626 -4.153
*
```

Atom charges from the Mulliken analysis, given in e for atoms 1 to 4: -0.22, -0.04, 1.17, 0.33

=====

Record 2
Density functional theory data (ωB97M-V with the def2-TZVPD basis set) for a structure of composition C35H30Br2HgN7O3S4.

Calculated values
**Relative energy (zero: lowest compared OMol25 entry of this formula, charge and spin)**: 4.14 kJ/mol
**Expectation value of S²**: 0.77

Structure (ORCA input):
```
! RIJCOSX wB97M-V def2-TZVPD def2/J DEFGRID3
* xyz -2 2
Hg -1.292 0.296 0.085
Br -0.923 -6.716 -4.011
Br 5.174 -3.026 -0.602
S -3.344 0.183 -1.157
S -3.040 -1.551 1.223
S -0.570 3.759 -3.942
S -5.431 -1.819 -0.588
O 3.999 2.560 -3.431
O -1.371 2.055 2.129
O -2.389 3.082 4.150
N -1.168 -2.836 -1.450
N 0.680 -0.076 -1.740
N 0.816 1.302 2.191
N 0.700 -2.556 0.586
N 1.762 2.721 -3.237
N 0.378 3.258 -1.483
N 0.645 0.916 0.877
C -2.195 -3.219 -2.198
C 0.526 3.245 -2.795
C 4.520 5.081 -0.079
C 1.851 0.235 -1.105
C 3.877 6.303 -0.219
C 0.060 3.080 6.821
C 1.042 -3.124 -0.569
C 1.663 -2.117 1.380
C 3.248 4.203 -1.920
C -0.074 -3.587 -1.442
C 0.764 4.858 0.978
C 3.099 -0.026 -1.738
C 0.052 -4.756 -2.191
C -0.401 5.068 0.019
C 1.783 0.767 0.200
C -1.028 -5.127 -2.967
C -0.258 1.834 2.725
C -3.975 -1.108 -0.127
C -1.114 3.287 6.121
C 2.922 6.475 -1.212
C 1.142 2.456 6.208
C -1.230 2.870 4.791
C -0.141 2.243 4.160
C 1.029 2.046 4.889
C 2.600 5.424 -2.058
C 1.909 -0.934 -3.612
C -0.765 3.811 -0.765
C 3.124 -0.604 -2.974
C 3.018 -2.238 1.087
C 3.038 3.088 -2.901
C -2.178 -4.367 -2.985
C 0.734 -0.635 -2.940
C 2.364 -3.295 -0.966
C 4.216 4.036 -0.937
C 3.349 -2.843 -0.107
H -0.182 5.886 -0.675
H 2.414 7.425 -1.319
H 2.064 2.291 6.754
H 1.694 4.672 0.441
H -2.249 2.665 3.239
H -1.126 3.053 -0.068
H -1.971 3.765 6.580
H 4.019 0.232 -1.224
H -0.231 -0.862 -3.388
H 0.946 -5.361 -2.150
H 4.072 -0.796 -3.462
H 1.039 2.708 -0.937
H 4.111 7.119 0.453
H 1.841 5.551 -2.822
H 1.703 2.138 -4.061
H 1.853 1.565 4.380
H -1.292 5.354 0.585
H 5.254 4.939 0.705
H 0.581 4.007 1.633
H 0.131 3.405 7.853
H 1.347 -1.619 2.291
H -1.539 4.009 -1.503
H -3.039 -4.645 -3.576
H 2.705 1.005 0.725
H -3.076 -2.587 -2.171
H 1.883 -1.395 -4.590
H 2.615 -3.717 -1.928
H 4.718 3.081 -0.855
H 0.917 5.739 1.606
H 3.770 -1.849 1.757
*
```

Atom charges from the Mulliken analysis, given in e for atoms 1 to 4: 1.05, -0.24, -0.18, -0.47

=====

Record 3
Density functional theory data (ωB97M-V with the def2-TZVPD basis set) for a structure of composition C35H30ClN3NiO6Te.

Calculated values
**Relative energy (zero: lowest compared OMol25 entry of this formula, charge and spin)**: 0.00 kJ/mol
**Expectation value of S²**: 2.00

Structure (ORCA input):
```
! RIJCOSX wB97M-V def2-TZVPD def2/J DEFGRID3
* xyz -2 3
Te 4.488 0.583 2.811
Ni -1.006 -0.038 0.355
Cl -1.234 1.088 -2.789
O -0.585 -1.701 -0.910
O -2.611 -4.755 -2.461
O -0.373 -1.454 4.074
O -2.353 0.384 1.824
O -0.078 -0.948 1.921
O -2.656 0.172 4.030
N 0.255 2.556 -0.482
N 1.883 -0.382 -0.564
N -0.153 1.877 0.590
C 4.588 -2.290 -1.102
C -1.951 -3.547 2.047
C 3.038 2.841 4.274
C 5.947 -2.353 -1.378
C 2.970 1.487 3.961
C 0.126 2.629 1.640
C -2.044 -0.046 2.986
C 2.034 3.430 5.033
C 2.308 -1.241 -1.406
C 0.871 1.327 5.134
C 3.782 -1.342 -1.723
C 2.018 -4.994 -4.665
C 4.358 -0.466 -2.637
C 1.889 0.731 4.400
C -3.714 -3.675 -0.093
C 2.012 -3.081 -3.018
C -3.308 -3.336 2.252
C 0.947 2.675 5.457
C 1.356 -4.162 -3.596
C 0.786 3.744 -0.145
C 6.515 -1.473 -2.290
C -4.190 -3.404 1.181
C -0.527 -3.697 -2.131
C 0.089 -4.456 -3.113
C -2.172 0.625 -1.212
C 2.852 0.375 0.214
C 0.081 -2.488 -1.621
C -0.718 -0.899 3.029
C -1.475 -3.789 0.768
C 0.731 3.832 1.230
C 3.191 -0.443 1.455
C 5.715 -0.530 -2.921
C -2.352 -3.851 -0.309
C -1.878 -4.128 -1.704
C 1.455 -2.260 -2.040
H -4.383 -3.723 -0.942
H 1.361 -5.807 -4.979
H -3.666 -3.080 3.241
H 6.563 -3.093 -0.882
H 0.012 0.728 5.414
H 0.024 2.173 -1.398
H 2.392 1.310 0.528
H -5.246 -3.218 1.336
H 3.721 -1.360 1.192
H -2.838 -0.154 -1.586
H 2.089 4.487 5.268
H 1.794 -0.320 4.149
H 0.148 3.142 6.019
H 4.139 -2.987 -0.405
H 3.770 0.625 -0.331
H 3.729 0.271 -3.123
H 7.576 -1.521 -2.507
H -0.410 -3.888 0.603
H 2.277 -0.721 1.985
H 6.149 0.160 -3.635
H 2.256 -4.402 -5.554
H -1.256 -3.449 2.872
H -2.768 1.523 -1.033
H 1.159 4.422 -0.893
H 3.861 3.442 3.904
H 1.086 4.635 1.852
H -0.460 -5.309 -3.500
H 2.954 -5.442 -4.317
H 3.024 -2.875 -3.352
H -0.116 2.277 2.628
*
```

Atom charges from the Mulliken analysis, given in e for atoms 1 to 4: 0.20, 1.28, -0.42, -0.56

=====

Record 4
Density functional theory data (ωB97M-V with the def2-TZVPD basis set) for a structure of composition C35H30CuN3O3Te.

Calculated values
**Energy**: -99328.498 eV

Structure (ORCA input):
```
! RIJCOSX wB97M-V def2-TZVPD def2/J DEFGRID3
* xyz 0 1
Te -0.625 2.324 -2.430
Cu -0.216 -0.358 0.114
O 1.611 -0.363 0.642
O -4.650 -2.901 -0.233
O 4.862 -1.290 2.654
N 0.002 -0.855 -1.786
N -1.694 -0.564 1.356
N -5.640 -3.318 1.746
C 2.747 3.125 3.398
C 4.552 -2.581 -1.244
C 2.073 -1.685 -5.822
C 0.537 -3.459 -5.326
C -1.001 0.536 -3.588
C 1.110 -1.417 -2.175
C 2.506 -0.979 -0.038
C 2.920 2.943 2.033
C 3.590 0.660 2.412
C -4.664 -2.778 0.976
C -3.408 -1.950 3.069
C 1.460 2.265 -2.855
C 3.717 1.868 -2.120
C 2.027 -1.276 -4.498
C -2.377 -1.166 3.564
C -2.714 -1.291 0.889
C 0.490 -3.049 -4.001
C 3.030 2.085 4.275
C 3.794 -1.156 0.564
C -3.592 -2.006 1.693
C 1.216 -1.937 -3.582
C 5.582 -3.494 -1.862
C 4.120 -0.650 1.928
C 3.340 1.717 1.545
C 3.462 0.864 3.783
C 3.341 -2.368 -1.867
C 3.280 2.401 -4.422
C 1.922 2.488 -4.147
C 2.360 1.957 -1.841
C 4.178 2.092 -3.409
C -1.136 -0.691 -2.695
C -1.546 -0.497 2.687
C 2.309 -1.563 -1.344
C 4.766 -1.942 -0.029
C 1.317 -2.769 -6.243
H 5.932 -3.100 -2.818
H -6.375 -3.831 1.291
H 5.236 2.015 -3.625
H 1.347 -3.090 -7.276
H -0.043 -4.317 -5.640
H -1.915 0.672 -4.165
H 1.226 2.726 -4.943
H -0.724 0.108 3.045
H -2.863 -1.324 -0.181
H -0.166 0.427 -4.278
H -0.095 -3.610 -3.283
H 3.705 0.051 4.454
H -2.218 -1.080 4.630
H 2.921 2.233 5.342
H -4.032 -2.502 3.759
H 2.704 -1.154 -6.524
H 3.178 -2.875 -2.808
H 2.728 3.759 1.348
H -1.287 -1.571 -3.319
H 2.407 4.080 3.778
H -2.024 -0.567 -2.077
H 1.985 1.769 -0.842
H 3.636 2.567 -5.431
H 5.150 -4.478 -2.054
H 4.416 1.615 -1.333
H 5.705 -2.063 0.498
H 3.491 1.572 0.483
H 2.633 -0.447 -4.159
H -5.693 -3.183 2.737
H 6.439 -3.613 -1.201
*
```

Atom charges from the Mulliken analysis, given in e for atoms 1 to 4: 0.18, -0.48, -0.66, -0.63

=====

Number 1: largest force on an atom 2.52 eV/Å. Number 2: largest force on an atom 0.20 eV/Å. Number 3: largest force on an atom 0.27 eV/Å. Number 4: largest force on an atom 0.70 eV/Å.